# C5H12N2

The molecule C5H12N2 (ωB97M-V/def2-TZVPD, the Open Molecules 2025 dataset).

- M: 100.16 g mol⁻¹
- HOMO level: -8.14 eV
- HOMO-LUMO gap: 9.218 eV
- Structure (SMILES): C=C(N)C[C@@H](C)N
- E_LUMO: 1.07 eV
- Energy: -8359.4879 eV
- Energy relative to the best compared isomer or geometry (same formula, charge and spin): 15.0 kcal/mol
- Maximum force: 0.4 eV Å⁻¹

Element x y z (Å)
C (-0.76, 0.64, -1.77)
C (0.51, 0.40, -0.96)
C (0.23, 0.55, 0.55)
C (-0.41, -0.65, 1.18)
C (-1.64, -0.63, 1.69)
N (0.36, -1.81, 1.06)
N (1.57, 1.36, -1.35)
H (-1.05, 1.69, -1.67)
H (-0.55, 0.46, -2.82)
H (-1.58, 0.02, -1.40)
H (0.85, -0.61, -1.18)
H (1.17, 0.81, 1.03)
H (-0.40, 1.43, 0.69)
H (-2.08, -1.50, 2.15)
H (-2.23, 0.27, 1.76)
H (0.10, -2.60, 1.64)
H (1.35, -1.65, 1.06)
H (1.23, 1.94, -2.12)
H (2.36, 0.85, -1.73)

Atom-resolved charges from Löwdin, all expressed in e: atom 1 (C): -0.07, atom 2 (C): -0.45, atom 3 (C): -0.15, atom 4 (C): -0.44, atom 5 (C): 0.02, atom 6 (N): 0.08, atom 7 (N): 0.03, atom 8 (H): 0.08, atom 9 (H): 0.08, atom 10 (H): 0.08, atom 11 (H): 0.12, atom 12 (H): 0.11, atom 13 (H): 0.11, atom 14 (H): 0.05, atom 15 (H): 0.05, atom 16 (H): 0.09, atom 17 (H): 0.09, atom 18 (H): 0.06, atom 19 (H): 0.06